Entry 1:
Entry from the Open Molecules 2025 dataset: a structure of composition C20H25Cl2CoP (the ωB97M-V functional and the def2-TZVPD basis).

net charge = -1
HOMO energy (alpha / beta) = -2.537 / -4.479 eV
spin multiplicity = 5
expectation value of S² = 6.0272
relative energy (zero: lowest compared OMol25 entry of this formula, charge and spin) = 482.4 kJ/mol
orbital gap (alpha / beta) = 5.7 / 7.6 eV

Element x y z (Å)
1 Co 0.6221 0.5767 -0.2168
2 Cl 0.2531 1.9452 1.5450
3 Cl 0.7141 -0.9323 -1.8876
4 C 0.7501 1.7499 -1.4673
5 H 0.6036 1.5564 -2.5293
6 H 0.3459 2.7122 -1.1283
7 C 2.4349 0.1831 0.2552
8 C 2.1652 1.2982 -0.7894
9 H 1.7673 -0.7554 0.5619
10 C 2.7675 2.6038 -0.3940
11 H 2.8929 0.7880 -1.4239
12 C 4.1380 2.5777 0.3865
13 H 2.8163 3.1218 -1.3810
14 H 2.0587 3.1626 0.1995
15 C 3.9570 1.5912 1.5393
16 H 4.9622 2.2381 -0.2847
17 H 4.4188 3.5943 0.7343
18 C 3.7280 0.2165 0.8439
19 H 4.8398 1.5090 2.1864
20 H 3.0564 1.8324 2.1548
21 H 4.5084 0.0904 0.0334
22 H 3.8397 -0.6093 1.5926
23 C -0.8899 -0.8297 2.2809
24 P -0.9137 -0.5366 0.5250
25 C -1.1030 -2.2503 -0.0475
26 C -0.0236 -3.1324 0.1267
27 C -0.0966 -4.4065 -0.4175
28 C -1.2444 -4.8070 -1.1172
29 C -2.3243 -3.9317 -1.2410
30 C -2.2678 -2.6524 -0.6952
31 C -2.4089 0.3561 0.0411
32 C -2.7274 0.5163 -1.3132
33 C -3.8456 1.2804 -1.6546
34 C -4.5914 1.9112 -0.6530
35 C -4.2253 1.7790 0.6899
36 C -3.1206 1.0129 1.0463
37 H -0.0416 -1.4788 2.5146
38 H -1.8309 -1.3360 2.4901
39 H -0.7917 0.1106 2.8290
40 H 0.8759 -2.8038 0.6543
41 H 0.7511 -5.0802 -0.3029
42 H -1.2848 -5.8008 -1.5690
43 H -3.2209 -4.2305 -1.7809
44 H -3.1061 -1.9614 -0.7880
45 H -2.0762 0.0762 -2.0774
46 H -4.1134 1.3885 -2.7063
47 H -5.4480 2.5311 -0.9203
48 H -4.7847 2.2860 1.4752
49 H -2.7860 0.9393 2.0805

Force components x, y, z for each atom (eV/Å):
Co -3.86 -3.11 3.81
Cl -0.20 1.55 1.63
Cl 0.27 -2.05 -2.58
C 0.73 2.70 -3.20
H 0.40 0.03 0.18
H 0.56 -0.04 -0.10
C -1.44 -1.89 1.19
C 3.97 1.60 -1.91
H 1.19 1.90 -0.93
C 1.70 1.66 -0.23
H -0.44 0.57 -1.73
C -0.60 0.33 -0.47
H 0.51 0.12 0.83
H -0.15 0.12 0.26
C 0.24 -0.41 -0.23
H -0.45 0.11 0.43
H -0.32 -0.44 -0.19
C 1.71 -0.38 1.45
H -0.08 0.22 -0.06
H 0.70 -0.08 -0.45
H -0.27 0.02 0.76
H 0.07 0.53 -0.67
C -0.91 0.00 0.90
P -1.84 -1.92 0.22
C -0.51 0.06 0.22
C -0.54 -0.08 -0.18
C -0.18 0.04 0.10
C 0.04 0.15 0.04
C 0.03 -0.24 -0.09
C 0.45 -0.39 0.09
C -0.01 -0.27 0.67
C -0.24 0.20 0.09
C 0.26 -0.09 0.19
C 0.03 -0.06 0.09
C -0.01 0.16 -0.04
C -0.32 -0.02 -0.53
H -0.14 0.05 -0.08
H 0.00 -0.20 0.63
H -0.03 -0.29 -0.07
H -0.25 -0.10 -0.25
H -0.20 0.05 -0.09
H -0.02 0.29 0.14
H 0.16 -0.09 0.08
H 0.24 -0.27 -0.05
H -0.28 0.07 0.29
H 0.02 0.07 0.28
H 0.17 -0.18 0.06
H 0.02 -0.01 -0.25
H -0.23 0.03 -0.26

Atomic partial charges in e from the natural (NBO) method, atoms 1 to 5:
1 Co 0.607
2 Cl -0.714
3 Cl -0.712
4 C -0.625
5 H 0.204

---

Entry 2:
Entry from the Open Molecules 2025 dataset: a structure of composition C20H25Cl2PRu (the ωB97M-V functional and the def2-TZVPD basis).

net charge = 0
HOMO energy (alpha / beta) = -7.306 / -8.460 eV
spin multiplicity = 5
expectation value of S² = 6.0203
relative energy (zero: lowest compared OMol25 entry of this formula, charge and spin) = 12.9 kJ/mol
orbital gap (alpha / beta) = 7.4 / 6.8 eV

Element x y z (Å)
1 Ru 1.0534 -0.4409 1.4236
2 Cl 2.1480 -2.2307 0.5085
3 Cl 0.0321 -1.7631 3.0871
4 C 1.0506 -0.9749 -3.5478
5 H -0.0390 -1.0241 -3.6427
6 H 1.5679 -1.8677 -3.1892
7 C 2.1309 0.9418 0.8315
8 C 1.6415 0.1849 -3.5041
9 H 1.5618 1.4525 0.0174
10 C 3.1669 0.3001 -3.2180
11 H 1.1815 1.1062 -3.8720
12 C 3.8553 -0.1647 -1.9167
13 H 3.5774 -0.3629 -4.0136
14 H 3.5616 1.2892 -3.4509
15 C 4.3150 0.8185 -0.8224
16 H 3.3007 -1.0174 -1.5566
17 H 4.7892 -0.5874 -2.2988
18 C 3.5950 1.1189 0.5847
19 H 5.3268 0.5028 -0.5181
20 H 4.4739 1.7766 -1.3317
21 H 4.1552 0.6108 1.3877
22 H 3.7150 2.2119 0.7108
23 C -1.0183 1.5572 -0.6835
24 P -0.8325 0.0961 0.3856
25 C -1.3324 0.7347 2.0599
26 C -2.3950 0.1149 2.7663
27 C -2.7263 0.5817 4.0392
28 C -1.9927 1.6350 4.6140
29 C -0.9306 2.2264 3.9244
30 C -0.5809 1.7560 2.6490
31 C -2.1553 -1.0531 -0.1846
32 C -1.9433 -2.4410 -0.1479
33 C -2.9556 -3.3011 -0.5896
34 C -4.1596 -2.7901 -1.0793
35 C -4.3559 -1.4080 -1.1330
36 C -3.3640 -0.5358 -0.6891
37 H -0.1280 2.1738 -0.5378
38 H -1.9149 2.1397 -0.4221
39 H -1.0804 1.2432 -1.7363
40 H -2.8923 -0.7661 2.3437
41 H -3.5442 0.1099 4.6033
42 H -2.2577 1.9965 5.6151
43 H -0.3637 3.0525 4.3633
44 H 0.3148 2.1174 2.1294
45 H -0.9965 -2.8215 0.2529
46 H -2.8035 -4.3790 -0.5465
47 H -4.9380 -3.4625 -1.4335
48 H -5.2897 -1.0011 -1.5140
49 H -3.5239 0.5438 -0.7172

Force components x, y, z for each atom (eV/Å):
Ru 1.64 -1.89 1.54
Cl 0.45 -0.29 -0.24
Cl 0.27 -0.50 0.46
C -1.46 -1.03 1.18
H 0.40 -0.24 -0.46
H -0.16 0.10 -0.27
C 1.12 0.43 -1.73
C 2.27 1.71 0.12
H 0.26 0.08 0.33
C -0.12 -0.18 -0.97
H -0.25 -0.27 0.39
C -0.13 -0.68 -0.22
H 0.00 0.47 0.45
H -0.30 0.23 -0.17
C -0.15 0.42 0.38
H -0.13 -0.22 0.55
H 0.00 -0.06 0.20
C 0.38 0.07 -0.26
H -0.39 0.08 -0.10
H -0.09 0.05 0.15
H -0.14 0.24 -0.37
H 0.29 -0.33 0.24
C -0.11 0.17 -0.28
P -3.61 0.61 -0.81
C -0.98 -0.27 -0.12
C 0.35 0.47 0.10
C 0.18 -0.02 -0.15
C -0.04 0.12 -0.12
C -0.09 -0.25 -0.13
C -0.26 0.14 0.14
C 0.09 0.02 -0.03
C -0.12 0.31 0.12
C 0.04 0.11 0.04
C 0.37 0.21 0.07
C 0.09 0.07 0.08
C 0.28 -0.27 0.17
H -0.25 0.11 -0.14
H 0.34 -0.21 -0.03
H 0.14 0.08 0.34
H 0.11 0.52 0.14
H 0.47 0.25 -0.31
H 0.12 -0.17 -0.45
H -0.20 -0.38 -0.07
H -0.58 0.23 0.32
H -0.38 0.05 -0.19
H 0.00 0.26 -0.02
H 0.16 0.12 0.10
H 0.15 -0.10 0.05
H -0.03 -0.35 -0.02

Atomic partial charges in e from the natural (NBO) method, atoms 1 to 5:
1 Ru 0.792
2 Cl -0.449
3 Cl -0.540
4 C -0.410
5 H 0.199

---

Entry 3:
Entry from the Open Molecules 2025 dataset: a structure of composition C20H25ClN2OV (the ωB97M-V functional and the def2-TZVPD basis).

net charge = +2
HOMO energy (alpha / beta) = -14.880 / -14.880 eV
spin multiplicity = 2
expectation value of S² = 1.1071
relative energy (zero: lowest compared OMol25 entry of this formula, charge and spin) = 176.2 kJ/mol
orbital gap (alpha / beta) = 5.7 / 6.8 eV

Element x y z (Å)
1 C 2.0707 -1.5009 -5.6366
2 C 0.8647 -2.1549 -6.2767
3 C 2.5417 -0.2920 -6.4168
4 C 3.1903 -2.4904 -5.3931
5 Cl 1.5237 -0.8828 -3.9624
6 H 2.8725 -0.6086 -7.4073
7 H 3.3756 0.1967 -5.9196
8 H 1.7414 0.4330 -6.5405
9 H 1.1400 -2.5330 -7.2626
10 H 0.0506 -1.4453 -6.3995
11 H 0.5067 -2.9898 -5.6799
12 H 3.5428 -2.8793 -6.3497
13 H 2.8510 -3.3282 -4.7893
14 H 4.0290 -2.0189 -4.8873
15 C -1.9882 2.1113 0.8507
16 C -1.0558 2.8504 0.0828
17 C -0.8936 2.2055 -1.1702
18 H -0.5568 3.7522 0.3957
19 C -1.7373 1.0729 -1.1824
20 C -2.4093 1.0138 0.0659
21 H -3.1338 0.2754 0.3665
22 H -2.3410 2.3599 1.8372
23 H -0.2650 2.5371 -1.9793
24 H -1.8572 0.3863 -2.0029
25 C 1.7568 -0.2207 2.1228
26 C 1.4626 1.0970 2.5419
27 C 1.8959 1.9751 1.5188
28 H 1.0226 1.3825 3.4825
29 C 2.4471 1.1997 0.4661
30 C 2.3658 -0.1586 0.8442
31 H 2.7074 -1.0009 0.2685
32 H 1.5673 -1.1186 2.6854
33 H 1.8204 3.0497 1.5371
34 H 2.8763 1.5803 -0.4456
35 V 0.0234 0.6796 0.5596
36 N -3.3372 -0.0256 7.0590
37 C -3.1169 -0.9221 6.0572
38 O -3.5190 -2.0662 6.2003
39 C -2.4011 -0.5584 4.7900
40 C -1.9255 0.7303 4.5774
41 C -1.2670 1.0393 3.4039
42 N -1.0474 0.1198 2.4002
43 C -1.5054 -1.1517 2.5822
44 C -2.1838 -1.5117 3.7680
45 H -3.8326 -0.3183 7.9151
46 H -3.0324 0.9544 7.0221
47 H -2.0382 1.5310 5.2919
48 H -0.9219 2.0629 3.3098
49 H -1.3453 -1.8922 1.8116
50 H -2.5346 -2.5269 3.8869

Force components x, y, z for each atom (eV/Å):
C 0.05 -0.06 -0.17
C -0.10 -0.01 0.05
C 0.00 0.10 0.05
C 0.03 -0.02 0.11
Cl -0.03 0.04 0.08
H -0.01 -0.05 0.01
H 0.09 0.01 0.03
H -0.08 0.03 -0.03
H 0.05 0.02 0.01
H -0.05 0.08 -0.04
H 0.00 -0.09 0.04
H -0.03 0.03 -0.03
H -0.05 -0.08 0.02
H 0.07 0.06 0.01
C 0.42 0.19 -0.60
C 0.49 -0.32 0.78
C 0.52 -0.84 -0.10
H -0.05 0.15 -0.03
C 0.85 -0.06 0.13
C 0.56 -0.14 0.23
H -0.06 -0.10 -0.02
H -0.09 0.08 -0.26
H 0.02 0.04 -0.10
H -0.01 -0.10 -0.13
C -0.51 0.16 -0.33
C 0.30 0.21 -0.64
C -0.95 0.09 0.04
H 0.27 -0.03 -0.08
C -0.57 -0.47 -0.65
C -0.59 0.37 -0.54
H 0.10 -0.11 -0.11
H -0.02 -0.11 0.06
H 0.12 0.09 0.04
H 0.08 0.02 -0.06
V -0.66 1.56 2.29
N 0.53 1.41 -0.24
C -1.27 -1.63 1.65
O 0.45 0.29 -0.77
C 0.39 0.09 -0.76
C 0.30 -0.08 -0.66
C -0.20 -1.17 -0.27
N -0.39 -0.27 0.65
C -0.46 1.19 1.67
C 0.24 0.67 -0.09
H 0.48 -0.01 -1.00
H -0.33 -0.96 0.10
H -0.06 -0.04 0.10
H 0.12 -0.29 -0.42
H 0.09 0.06 -0.17
H -0.07 -0.02 0.13

Atomic partial charges in e from the natural (NBO) method, atoms 1 to 5:
1 C 0.102
2 C -0.641
3 C -0.641
4 C -0.641
5 Cl -0.204

---

Entry 4:
Entry from the Open Molecules 2025 dataset: a structure of composition C20H25F4N6PtS (the ωB97M-V functional and the def2-TZVPD basis).

net charge = +3
HOMO energy (alpha / beta) = -17.177 / -17.417 eV
spin multiplicity = 5
expectation value of S² = 6.0533
orbital gap (alpha / beta) = 7.1 / 5.4 eV

Element x y z (Å)
1 Pt 0.4043 0.0799 0.7228
2 C -1.2636 4.2255 1.1996
3 C -1.0849 2.8896 0.5519
4 N -0.8369 1.8192 1.2610
5 N -0.9955 1.9448 2.6287
6 C -0.2216 1.2770 3.4966
7 N -0.5328 1.2726 4.7730
8 S 1.2118 0.5282 2.9145
9 C -1.2989 2.7600 -0.8809
10 C -1.6036 3.8244 -1.6864
11 C -1.9144 3.8283 -3.0840
12 C -2.3375 2.8179 -3.8795
13 C -2.7906 1.4562 -3.5002
14 N -1.4181 1.4543 -1.4439
15 H -0.8297 4.2494 2.1958
16 H -0.7692 5.0027 0.6186
17 H -2.3197 4.5013 1.2675
18 H -1.7920 2.4717 2.9613
19 H -1.3510 1.7403 5.1393
20 H 0.0486 0.7960 5.4478
21 H -1.5230 4.8093 -1.2435
22 H -1.7897 4.7927 -3.5629
23 H -2.4140 3.0312 -4.9412
24 H -2.2664 0.7073 -4.1041
25 C 1.9695 1.9468 -1.2917
26 C 0.8620 1.5821 -2.2734
27 N -0.2715 0.7814 -1.6997
28 C -2.7644 1.1512 -2.0043
29 C -3.3629 -0.2179 -1.6555
30 C -0.3989 -0.5895 -2.2134
31 C 0.8231 -1.4412 -1.8804
32 N 0.9647 -1.6104 -0.4368
33 C 1.7342 -2.5951 0.0546
34 C 1.5104 -3.0908 1.3800
35 F 0.4630 -2.6183 2.0463
36 C 2.2555 -4.1018 1.9255
37 F 1.9822 -4.5151 3.1446
38 C 3.2728 -4.7060 1.1861
39 C 3.5062 -4.2777 -0.1171
40 F 4.4575 -4.8334 -0.8321
41 C 2.7631 -3.2648 -0.6802
42 F 3.0579 -2.8488 -1.9001
43 H 2.8060 2.3854 -1.8377
44 H 2.3678 1.0617 -0.7788
45 H 1.6392 2.6833 -0.5600
46 H 1.2788 0.9906 -3.0867
47 H 0.4540 2.4890 -2.7131
48 H -3.8412 1.3605 -3.8041
49 H -3.3900 1.8908 -1.5109
50 H -3.1139 -0.9879 -2.3833
51 H -4.4481 -0.1208 -1.6590
52 H -3.0736 -0.5362 -0.6535
53 H -0.5366 -0.5760 -3.2981
54 H -1.2606 -1.0626 -1.7551
55 H 1.7354 -1.0299 -2.3205
56 H 0.6702 -2.4116 -2.3556
57 H 3.8660 -5.5078 1.6094

Force components x, y, z for each atom (eV/Å):
Pt 0.00 0.02 0.78
C -0.04 0.18 0.00
C -0.01 -0.10 0.31
N 0.15 -0.25 -0.31
N -0.03 0.11 0.45
C -0.05 0.10 -0.23
N -0.04 0.03 0.07
S -0.06 -0.37 -0.69
C 0.07 0.26 -0.26
C 0.08 -0.28 0.40
C -0.10 -0.09 -0.51
C 0.07 0.17 0.15
C 0.15 -0.02 0.12
N 0.30 0.09 0.15
H 0.03 0.02 -0.06
H 0.01 -0.02 0.00
H 0.00 -0.03 -0.01
H -0.11 -0.06 -0.05
H -0.01 0.01 0.01
H 0.08 -0.02 -0.04
H -0.03 -0.02 0.01
H 0.04 0.00 0.02
H -0.06 0.08 0.03
H 0.00 -0.01 0.02
C -0.07 -0.20 -0.03
C 0.54 0.37 0.11
N -0.19 0.25 -0.51
C -0.45 -0.43 -0.16
C -0.05 0.07 -0.02
C 0.11 -0.51 0.13
C 0.12 0.22 -0.29
N 0.00 0.18 0.38
C -0.12 -0.16 -0.05
C -0.21 0.09 0.12
F 0.05 0.14 0.08
C 0.04 0.07 -0.08
F -0.01 -0.04 0.00
C -0.03 -0.03 0.10
C -0.08 0.17 -0.23
F 0.03 0.00 0.02
C 0.12 -0.12 0.07
F 0.08 -0.01 -0.10
H -0.06 0.02 -0.05
H -0.04 0.10 -0.01
H 0.00 -0.05 0.08
H -0.14 -0.12 -0.03
H -0.14 -0.08 -0.05
H 0.01 -0.01 -0.03
H 0.07 0.07 0.07
H -0.02 0.00 0.03
H 0.01 0.05 -0.02
H -0.02 -0.03 -0.01
H 0.03 0.03 0.01
H 0.06 0.11 0.01
H -0.05 0.06 0.05
H -0.03 0.00 0.01
H -0.01 -0.01 0.02

Atomic partial charges in e from the natural (NBO) method, atoms 1 to 5:
1 Pt 0.909
2 C -0.711
3 C 0.356
4 N -0.365
5 N -0.416

---

Among the records above, which one has the highest expectation value of S²? C20H25F4N6PtS

---

Which formula does entry 2 have? C20H25Cl2PRu

---

Which formula does entry 3 have? C20H25ClN2OV

---

net charge of number 3 (C20H25ClN2OV)? +2